Entry 1:
The following is a quantum chemistry calculation of C7H7NO2 in the gas phase at a distorted geometry, from the OMol25 dataset.

Its SMILES is C=CC1=C(C)C(=O)NC1=O. The spin multiplicity is 1. Its molar mass is 137.14 g mol⁻¹. The calculation puts the LUMO energy at -0.653 eV.

The geometry in XYZ format:
```
17
Properties=species:S:1:pos:R:3:nbo_charge:R:1
C 2.792 0.426 -0.568 -0.315
C 1.428 0.376 -0.813 -0.230
C 0.353 -0.187 0.007 -0.107
C -0.936 0.228 0.108 -0.020
C -1.528 1.431 -0.648 -0.656
C -1.644 -0.721 0.983 0.635
O -2.785 -0.806 1.343 -0.551
N -0.754 -1.629 1.361 -0.622
C 0.386 -1.428 0.794 0.644
O 1.170 -2.274 0.804 -0.538
H 3.233 -0.067 0.283 0.207
H 3.426 0.877 -1.309 0.204
H 1.090 0.988 -1.661 0.209
H -2.023 2.106 0.103 0.241
H -2.333 1.151 -1.296 0.236
H -0.829 2.040 -1.308 0.229
H -1.044 -2.511 1.816 0.434
```

---

Entry 2:
The following is a quantum chemistry calculation of a molecular structure, C13H14BaBrF6I2N2O8S3, from the OMol25 dataset.

Its total charge is -1. The spin multiplicity is 1. Its molar mass is 1007.49 g mol⁻¹. The calculation puts the LUMO energy at 1.782 eV.

The geometry in XYZ format:
```
50
Properties=species:S:1:pos:R:3:nbo_charge:R:1
Ba -0.162 -0.218 0.368 1.818
F -1.173 4.325 -0.285 -0.302
C -0.253 3.574 0.310 0.725
F -0.877 2.623 1.018 -0.320
F 0.453 4.333 1.135 -0.303
S 0.778 2.792 -1.024 2.252
O -0.186 1.911 -1.648 -0.977
O 1.313 3.889 -1.760 -0.901
N 1.887 1.867 -0.400 -1.296
S 2.559 1.625 0.991 2.243
O 1.577 1.647 2.050 -0.965
O 3.424 0.493 0.895 -0.911
C 3.706 3.037 1.300 0.723
F 4.222 2.920 2.521 -0.307
F 4.691 3.010 0.408 -0.304
F 3.080 4.207 1.206 -0.310
I -1.265 -3.988 0.038 0.172
C -3.084 -5.003 -0.339 -0.742
I -4.770 -3.724 -0.514 0.139
H -3.266 -5.679 0.486 0.221
H -2.984 -5.542 -1.273 0.217
C -2.068 -4.786 -4.573 -0.631
C -0.625 -4.634 -4.175 -0.003
C 0.131 -5.732 -3.785 -0.216
C 1.476 -5.597 -3.462 -0.212
C 2.068 -4.348 -3.534 -0.284
C 1.326 -3.233 -3.907 -0.193
C -0.012 -3.381 -4.222 -0.206
S 3.772 -4.128 -3.099 2.332
O 4.362 -5.430 -2.957 -0.959
O 4.321 -3.157 -3.999 -0.942
N 3.722 -3.447 -1.629 -0.877
C 3.260 -4.290 -0.523 -0.220
C 3.018 -3.428 0.704 -0.533
C 1.784 -2.554 0.555 0.784
O 1.122 -2.265 1.578 -0.792
O 1.474 -2.149 -0.610 -0.857
H -2.503 -5.690 -4.147 0.210
H -2.161 -4.854 -5.659 0.220
H -2.658 -3.929 -4.246 0.225
H -0.335 -6.709 -3.733 0.206
H 2.071 -6.450 -3.166 0.239
H 1.801 -2.262 -3.954 0.236
H -0.593 -2.513 -4.510 0.213
H 3.207 -2.568 -1.646 0.435
H 4.026 -5.037 -0.328 0.213
H 2.330 -4.813 -0.784 0.189
H 3.874 -2.768 0.873 0.242
H 2.899 -4.044 1.594 0.232
Br -3.069 -0.232 1.329 -0.922
```

---

Entry 3:
The following is a quantum chemistry calculation of C3H7N3S in the gas phase at a distorted geometry, from the OMol25 dataset.

Its SMILES is NNC1=NCCS1. The spin multiplicity is 1. Its molar mass is 117.18 g mol⁻¹. The calculation puts the LUMO energy at 0.738 eV.

The geometry in XYZ format:
```
14
Properties=species:S:1:pos:R:3:nbo_charge:R:1
N 2.778 -0.425 -0.045 -0.627
N 1.912 0.705 0.099 -0.487
C 0.582 0.493 -0.076 0.333
N -0.407 1.320 -0.054 -0.519
C -1.734 0.683 -0.169 -0.232
C -1.587 -0.813 0.197 -0.617
S -0.001 -1.277 -0.110 0.163
H 2.726 -0.823 -0.952 0.351
H 2.491 -1.231 0.554 0.360
H 2.139 1.748 0.397 0.426
H -2.319 0.921 -1.053 0.201
H -2.376 1.205 0.497 0.205
H -2.118 -1.383 -0.434 0.224
H -2.086 -1.122 1.149 0.218
```

---

Entry 4:
The following is a quantum chemistry calculation of C2H2OS in the gas phase at a distorted geometry, from the OMol25 dataset.

Its SMILES is O1[C@@H]2S[C@H]12. The spin multiplicity is 1. Its molar mass is 74.10 g mol⁻¹. The calculation puts the LUMO energy at 0.066 eV.

The geometry in XYZ format:
```
6
Properties=species:S:1:pos:R:3:nbo_charge:R:1
O 0.877 0.067 -1.177 -0.455
C 0.171 0.892 -0.225 -0.140
S 1.492 1.364 0.861 0.006
C 0.691 -0.415 0.062 0.157
H -0.810 1.010 -0.555 0.227
H 0.396 -1.257 0.465 0.205
```

---

Entry 5:
The following is a quantum chemistry calculation of C5H7NO in the gas phase, from the OMol25 dataset.

Its SMILES is CC1=C[C@@H]1C(N)=O. The spin multiplicity is 1. Its molar mass is 97.12 g mol⁻¹. The calculation puts the LUMO energy at 0.905 eV.

The geometry in XYZ format:
```
14
Properties=species:S:1:pos:R:3:nbo_charge:R:1
C 1.948 -0.918 1.095 -0.650
C 1.071 -0.421 0.012 0.065
C 0.796 -0.293 -1.238 -0.137
C -0.383 -0.243 -0.317 -0.385
C -1.148 1.029 -0.517 0.652
N -2.424 1.020 -0.042 -0.823
O -0.735 1.917 -1.244 -0.622
H 2.100 -0.206 1.912 0.233
H 2.916 -1.213 0.680 0.231
H 1.482 -1.815 1.526 0.226
H 1.050 -0.061 -2.256 0.244
H -1.011 -1.121 -0.141 0.181
H -2.988 1.825 -0.250 0.396
H -2.675 0.499 0.780 0.388
```

---

Entry 6:
The following is a quantum chemistry calculation of 2 unconnected molecules or ions with the total composition H3NO4P at a distorted geometry, from the OMol25 dataset.

Its total charge is -1. The spin multiplicity is 1. Its molar mass is 112.00 g mol⁻¹. The calculation puts the LUMO energy at 4.307 eV.

The geometry in XYZ format:
```
9
Properties=species:S:1:pos:R:3:nbo_charge:R:1
N -1.689 -0.320 -0.148 -1.073
O 1.670 -0.390 -1.376 -1.133
O 1.253 -0.872 1.048 -1.133
O 0.464 1.516 -0.066 -0.572
O 1.843 1.650 0.443 -0.575
P 1.320 0.102 -0.052 2.415
H -0.822 -0.661 -0.363 0.350
H -1.677 0.050 0.849 0.376
H -2.364 -1.075 -0.336 0.345
```

---

| no. | energy (a.u.) | highest occupied orbital energy (eV) |
| --- | --- | --- |
| 1 | -476.13909 | -9.5 |
| 2 | -6204.14439 | -6.2 |
| 3 | -680.88320 | -8.4 |
| 4 | -550.67995 | -9.1 |
| 5 | -324.64359 | -9.0 |
| 6 | -698.92558 | -5.2 |